(1)
Here is a structure of composition C4H5O3Yb at a distorted geometry from OMol25. Energies are from ωB97M-V with the def2-TZVPD basis set.

Computed properties:
Maximum force: 0.044 Eh/bohr
Gap between HOMO and LUMO (spin up / spin down): 6.297 / 7.492 eV
E_HOMO (spin up / spin down): -6.6 / -8.5 eV
Spin multiplicity: 2
Calculated total energy: -1539.75635 Eh
ΔE to the lowest compared entry with this formula, charge and spin: 50.98 kJ/mol

Structure (XYZ):
```
13
C4H5O3Yb ωB97M-V with the def2-TZVPD basis set
C -3.928 1.328 0.154
H -4.073 1.353 1.242
H -4.787 0.809 -0.297
H -3.947 2.363 -0.220
C -2.189 -0.439 0.408
C -2.644 0.652 -0.210
O 0.153 0.685 1.137
C 0.178 -0.286 0.394
O -0.964 -0.960 0.069
O 1.176 -0.771 -0.229
H -2.674 -0.908 1.266
H -2.083 1.039 -1.066
Yb 3.588 -0.360 -0.724
```

Löwdin atomic charge list, values in e, 5 entries: -0.113 0.076 0.073 0.070 -0.146


(2)
Here is a cluster of 5 separate species, C18H40O5Si in total at a distorted geometry from OMol25. Energies are from ωB97M-V with the def2-TZVPD basis set.

Computed properties:
Maximum force: 0.020 Eh/bohr
Gap between HOMO and LUMO: 10.051 eV
E_HOMO: -9.4 eV
Calculated total energy: -1375.47027 Eh
Structure (SMILES): COCCCCC[SiH3].CC(C)=O.CC(C)=O.CC(C)=O.CC(C)=O

Structure (XYZ):
```
64
C18H40O5Si ωB97M-V with the def2-TZVPD basis set
C 1.894 -2.500 -1.830
O 1.070 -1.437 -1.392
C 0.557 -0.646 -2.448
C -0.393 0.409 -1.875
C -1.845 0.119 -2.289
C -2.403 -1.066 -1.479
C -3.224 -2.081 -2.316
Si -2.381 -3.775 -2.329
H 2.275 -2.342 -2.837
H 2.735 -2.589 -1.146
H 1.359 -3.451 -1.821
H 1.367 -0.165 -3.003
H 0.005 -1.260 -3.164
H -0.090 1.428 -2.098
H -0.352 0.297 -0.796
H -1.870 -0.075 -3.360
H -2.469 0.988 -2.106
H -1.582 -1.576 -0.988
H -3.058 -0.654 -0.720
H -3.430 -1.729 -3.322
H -4.191 -2.234 -1.840
H -3.306 -4.820 -2.799
H -1.188 -3.681 -3.211
H -1.896 -4.029 -0.959
C -0.691 -6.808 0.396
C -2.099 -7.260 0.092
O -2.747 -6.762 -0.799
C -2.661 -8.366 0.953
H -0.407 -6.013 -0.289
H -0.631 -6.436 1.420
H 0.002 -7.644 0.284
H -2.677 -8.055 1.998
H -2.044 -9.261 0.861
H -3.675 -8.596 0.633
C -1.648 2.845 0.949
C -3.118 2.537 1.060
O -3.790 2.344 0.072
C -3.713 2.484 2.446
H -1.365 2.844 -0.101
H -1.433 3.826 1.373
H -1.062 2.088 1.472
H -3.584 3.446 2.945
H -3.217 1.712 3.036
H -4.775 2.255 2.379
C 2.587 0.708 1.276
C 2.162 2.153 1.395
O 1.500 2.684 0.531
C 2.596 2.902 2.630
H 2.207 0.285 0.347
H 3.676 0.638 1.285
H 2.192 0.134 2.116
H 3.685 2.925 2.689
H 2.206 2.410 3.523
H 2.227 3.921 2.593
C 4.765 5.569 0.640
C 4.025 6.478 1.593
O 3.547 6.062 2.623
C 3.907 7.928 1.196
H 4.779 4.557 1.037
H 4.268 5.564 -0.331
H 5.790 5.918 0.511
H 3.380 8.013 0.244
H 4.899 8.369 1.089
H 3.355 8.470 1.959
```

Löwdin atomic charge list, values in e, 5 entries: -0.107 -0.208 -0.236 -0.173 -0.202


(3)
Here is a structure of composition H24NeO12 at a distorted geometry from OMol25. Energies are from ωB97M-V with the def2-TZVPD basis set.

Computed properties:
Maximum force: 0.021 Eh/bohr
Gap between HOMO and LUMO: 10.069 eV
E_HOMO: -10.1 eV
Calculated total energy: -1046.24380 Eh
ΔE to the lowest compared entry with this formula, charge and spin: 46.54 kJ/mol

Structure (XYZ):
```
37
H24NeO12 ωB97M-V with the def2-TZVPD basis set
Ne 0.504 -0.323 0.219
O -1.453 1.195 -2.943
H -1.830 1.061 -2.073
H -1.398 2.146 -3.037
O -0.916 -1.733 2.176
H -0.543 -2.504 2.605
H -0.826 -1.912 1.240
O -2.880 1.018 -0.447
H -3.747 1.408 -0.565
H -3.001 0.094 -0.664
O -0.684 2.884 0.268
H -0.210 2.495 1.003
H -1.413 2.284 0.109
O 2.923 0.254 2.417
H 3.833 0.525 2.540
H 2.713 -0.247 3.206
O 0.074 -2.811 -0.507
H 0.273 -3.746 -0.453
H 0.625 -2.489 -1.220
O 1.148 1.447 -3.192
H 1.324 2.227 -2.666
H 0.207 1.300 -3.094
O -2.695 -2.035 -1.028
H -3.087 -2.082 -1.900
H -1.807 -2.373 -1.146
O -1.673 0.543 3.305
H -1.548 0.492 4.253
H -1.416 -0.321 2.982
O 1.486 -1.419 -2.723
H 1.264 -0.488 -2.734
H 1.375 -1.703 -3.631
O 3.957 0.049 -0.436
H 3.476 -0.001 0.390
H 3.771 -0.783 -0.872
O 0.669 2.217 2.754
H 0.025 1.623 3.138
H 1.479 1.707 2.725
```

Löwdin atomic charge list, values in e, 5 entries: 0.060 -0.032 0.005 0.065 -0.034


(4)
Here is an isolated molecule of C5H11N3 at a distorted geometry from OMol25. Energies are from ωB97M-V with the def2-TZVPD basis set.

Computed properties:
Maximum force: 0.047 Eh/bohr
Gap between HOMO and LUMO: 9.636 eV
E_HOMO: -8.8 eV
Calculated total energy: -361.33308 Eh
ΔE to the lowest compared entry with this formula, charge and spin: 147.86 kJ/mol
Structure (SMILES): C[C@]1(CN)C=NNC1

Structure (XYZ):
```
19
C5H11N3 ωB97M-V with the def2-TZVPD basis set
C 0.076 0.021 -1.843
C -0.071 -0.060 -0.300
C -0.101 -1.448 0.243
C 1.044 0.842 0.304
C -1.268 0.807 0.053
H -0.802 -0.378 -2.401
H 0.995 -0.518 -2.226
H 0.111 1.046 -2.205
H 0.813 -2.070 -0.112
H -0.988 -1.972 -0.199
H -0.853 -0.943 2.039
H 0.036 -2.385 2.091
H 1.306 0.446 1.281
H 1.955 0.720 -0.293
H 0.684 2.640 1.187
H -2.301 0.543 -0.031
N -0.058 -1.434 1.697
N 0.403 2.155 0.314
N -0.981 1.988 0.401
```

Löwdin atomic charge list, values in e, 5 entries: -0.053 -0.489 -0.264 -0.157 -0.141